Density functional theory data (the ωB97M-V functional and the def2-TZVPD basis) for a cluster of 9 separate species, H17O9 in total.

The calculation puts the gap between HOMO and LUMO at 9.75 eV. The molar mass is 161.13 g mol⁻¹. As for the energy above the lowest of the compared OMol25 structures with the same formula, charge and spin: 0.880 eV. The charge is -1. Its multiplicity is 1. The calculation puts the LUMO energy at 3.05 eV. For the calculated total energy, the calculation gives -18705.645 eV.

XYZ file:
```
26
Properties=species:S:1:pos:R:3:forces:R:3:mulliken_charge:R:1
O -0.590 3.233 -0.551 -1.1 0.6 -0.9 -0.6724
H 1.058 -2.672 1.756 0.1 0.0 0.0 0.2886
H -0.210 -0.172 0.998 0.2 1.0 0.6 0.3432
O 1.653 1.443 0.127 -0.6 -0.2 0.0 -0.7961
H -0.466 0.594 -1.667 -0.2 0.0 0.0 0.1854
O -1.994 -3.086 -0.289 -0.2 -0.9 0.0 -0.6594
H -1.103 -2.747 -0.470 -0.4 0.4 -0.1 0.3562
H -2.500 -2.526 0.297 0.4 0.4 0.1 0.2925
O -0.402 0.233 -0.777 0.6 0.4 0.2 -0.9966
H -2.930 1.137 0.275 0.6 0.2 -0.4 0.3334
H 0.671 0.810 1.882 0.0 0.0 -0.7 0.3852
O -0.092 0.223 1.897 -0.5 -0.9 0.4 -0.7719
H -0.834 2.364 -0.200 0.9 -0.1 0.3 0.3748
H 2.015 -0.981 -0.642 0.5 -0.4 -0.1 0.2726
O -3.393 1.964 0.121 -1.1 0.2 0.4 -0.6609
H 2.818 0.160 -0.182 0.4 -0.8 -0.6 0.4310
H 1.603 2.298 -0.305 0.2 -0.1 -0.1 0.1894
O 1.565 -2.094 2.334 -0.2 0.1 0.2 -0.6473
H 1.020 -1.286 2.399 0.0 -0.2 -0.1 0.3978
H 0.803 0.896 -0.278 0.5 0.7 0.1 0.5250
O 0.049 -2.048 -1.797 1.1 0.9 0.2 -0.7370
H 0.144 -1.122 -1.342 -1.1 -0.8 -0.4 0.4476
H 0.826 -2.068 -2.368 -0.1 -0.4 0.0 0.2565
O 2.955 -0.737 -0.600 -0.6 0.8 0.4 -0.7172
H -2.898 2.597 -0.402 0.5 -0.4 0.0 0.3258
H 0.232 3.586 -0.218 -0.1 -0.4 0.6 0.2537
```
Positions in Å, forces in eV/Å.